172
Properties=species:S:1:pos:R:3:forces:R:3 method="wB97M-V/def2-TZVPD" lumo_energy_ev=0.4 smiles=CC1(C)CCCC(C)(C)N1O.CC1(C)CCCC(C)(C)N1O.COC[C@H](C)N.COC[C@H](C)N.COC[C@H](C)N.COC[C@H](C)N.COC[C@H](C)N.CCO.CCO.CCO relative_energy_kcal_mol=161.84 orbital_gap_ha=0.30629 homo_energy_ha=-0.2905 total_energy_ev=-78320.9499
C -36.373 -22.707 12.036 -0.47 0.95 0.98
C -36.618 -22.937 10.551 0.00 -0.61 -1.08
C -37.904 -22.221 9.917 1.29 -0.55 1.36
C -35.399 -22.355 9.798 1.39 -1.22 0.97
C -34.118 -23.264 9.861 -0.63 0.84 -1.03
C -34.443 -24.652 9.286 0.52 1.13 2.23
C -35.566 -25.278 10.182 2.71 -1.06 0.93
C -35.839 -26.623 9.510 -0.89 -0.28 0.24
C -34.996 -25.737 11.640 -0.18 -0.19 -0.97
N -36.676 -24.391 10.311 0.39 1.11 -2.42
O -37.773 -24.970 10.891 -0.92 -0.57 0.65
H -36.546 -21.682 12.362 0.08 0.44 -0.43
H -37.026 -23.232 12.733 -0.02 -0.63 -0.41
H -35.334 -22.903 12.302 -0.07 -0.25 -0.10
H -37.978 -21.304 10.502 -0.35 0.23 -0.33
H -37.726 -21.997 8.865 -0.03 -0.05 0.11
H -38.829 -22.787 10.026 0.13 -0.02 0.14
H -35.526 -22.243 8.721 -0.59 0.43 0.16
H -35.155 -21.440 10.338 -0.11 0.44 -0.61
H -33.381 -22.778 9.220 0.07 0.09 -0.23
H -33.591 -23.283 10.815 -0.51 -0.34 0.32
H -33.499 -25.181 9.414 -0.26 -0.70 -0.05
H -34.635 -24.615 8.214 -0.55 0.02 0.11
H -34.944 -27.245 9.500 0.18 0.28 0.06
H -36.163 -26.537 8.473 -0.27 0.15 0.02
H -36.562 -27.181 10.106 -0.28 -0.09 -0.26
H -34.225 -26.498 11.528 0.24 0.10 -0.27
H -35.797 -26.283 12.138 -0.26 0.29 0.09
H -34.600 -24.994 12.332 -0.21 0.30 -0.34
H -38.346 -25.092 10.131 -0.43 -0.25 0.15
C -31.793 -23.022 -4.264 -0.46 -1.17 0.44
C -30.562 -23.920 -3.744 0.73 5.74 -0.07
C -29.812 -24.417 -4.942 -1.52 -2.38 0.23
C -29.561 -22.818 -3.107 -0.84 -1.01 1.47
C -29.981 -22.333 -1.667 -0.24 -1.34 -0.82
C -30.175 -23.560 -0.739 0.51 1.25 -0.38
C -31.173 -24.562 -1.298 1.55 -1.62 -0.15
C -30.845 -25.880 -0.553 -0.37 -0.23 1.16
C -32.623 -24.213 -0.992 -1.13 1.13 -0.49
N -30.768 -24.906 -2.739 1.71 2.82 2.53
O -31.465 -25.927 -3.183 -1.91 -2.73 -1.47
H -31.949 -22.160 -3.617 -0.29 -0.24 0.12
H -32.701 -23.617 -4.364 -0.46 -0.18 0.72
H -31.823 -22.643 -5.286 1.24 0.03 -0.16
H -29.198 -25.245 -4.588 1.14 0.57 -0.17
H -29.417 -23.644 -5.602 0.13 -0.31 0.28
H -30.572 -25.040 -5.412 -0.03 0.23 -1.13
H -28.666 -23.441 -3.096 0.60 0.65 0.40
H -29.431 -21.908 -3.693 -0.06 -0.43 -0.60
H -30.941 -21.826 -1.769 -0.25 0.04 0.01
H -29.328 -21.562 -1.259 0.36 -0.29 -0.01
H -30.465 -23.221 0.256 -0.39 -0.07 0.04
H -29.235 -24.084 -0.562 0.22 0.14 -0.37
H -31.161 -25.759 0.483 -0.49 0.07 0.15
H -31.342 -26.773 -0.932 -0.07 0.24 -0.17
H -29.796 -26.119 -0.374 0.26 0.25 -0.91
H -33.263 -24.052 -1.860 -0.01 -0.80 -0.43
H -33.123 -24.865 -0.275 0.16 -0.37 -0.35
H -32.797 -23.224 -0.568 0.80 0.30 0.38
H -32.300 -25.551 -3.471 -0.89 -0.27 -0.26
C -27.443 -31.969 -4.509 0.58 0.22 -0.88
O -26.185 -32.567 -4.320 -2.40 -2.14 -0.88
C -25.212 -31.798 -3.792 0.86 0.51 -0.03
C -24.077 -32.772 -3.438 -0.85 -0.37 1.09
C -24.674 -33.738 -2.371 -0.41 -0.64 0.00
N -22.939 -32.040 -2.994 0.85 0.77 0.05
H -27.926 -31.631 -3.592 0.00 -0.20 0.24
H -28.050 -32.672 -5.080 -0.12 -0.06 0.38
H -27.305 -31.105 -5.160 -0.16 0.41 -0.07
H -24.965 -31.036 -4.531 0.75 0.30 0.01
H -25.625 -31.282 -2.926 0.42 0.22 0.64
H -23.764 -33.344 -4.311 -0.34 0.08 -0.18
H -24.050 -34.485 -1.881 0.86 0.25 -0.39
H -25.473 -34.354 -2.783 -0.14 0.25 -0.26
H -25.125 -33.214 -1.528 -0.03 0.49 -0.08
H -22.069 -32.534 -3.130 -0.09 0.03 0.31
H -23.040 -31.707 -2.046 0.22 -0.10 0.05
C -40.209 -27.664 -5.424 -2.07 1.12 -1.22
O -39.130 -28.087 -4.708 0.79 -1.87 -0.08
C -39.210 -29.535 -4.596 2.03 1.28 3.14
C -38.046 -29.885 -3.561 -0.24 -2.04 -0.27
C -38.052 -31.462 -3.207 0.09 1.38 -1.73
N -38.067 -29.280 -2.253 -1.02 1.29 1.01
H -40.755 -28.413 -5.997 0.36 -0.71 -0.03
H -39.967 -26.935 -6.198 0.34 0.40 0.30
H -40.998 -27.278 -4.779 0.00 0.47 0.25
H -40.158 -29.754 -4.104 -0.24 -0.42 -0.39
H -39.031 -30.012 -5.559 -0.19 -0.10 0.09
H -37.135 -29.473 -3.995 0.25 -0.92 -0.91
H -38.033 -31.994 -4.158 0.16 -0.36 0.01
H -38.973 -31.748 -2.699 -0.02 0.38 0.06
H -37.210 -31.788 -2.596 0.05 0.30 -0.07
H -37.126 -29.291 -1.887 0.17 -0.51 0.14
H -38.229 -28.284 -2.296 -0.47 0.31 -0.31
C -25.810 -21.356 7.407 -0.49 0.51 0.45
O -25.936 -21.342 8.862 0.06 -0.13 -1.68
C -25.399 -20.243 9.586 -0.33 -0.03 0.21
C -24.088 -20.667 10.213 1.56 0.39 0.49
C -22.934 -20.580 9.242 0.60 0.43 -0.34
N -24.183 -21.998 10.756 -1.25 -0.24 0.00
H -26.159 -20.432 6.947 -0.63 0.24 0.35
H -26.423 -22.183 7.048 0.01 0.09 0.20
H -24.838 -21.430 6.920 0.66 -0.48 0.90
H -25.335 -19.353 8.961 0.44 -0.01 -0.22
H -26.101 -19.953 10.368 -0.27 -0.43 0.08
H -23.788 -20.075 11.077 -0.49 0.87 -0.14
H -22.930 -21.360 8.481 -0.27 -0.02 -0.07
H -22.001 -20.689 9.796 0.12 0.00 -0.02
H -22.915 -19.602 8.761 0.14 0.06 -0.17
H -23.276 -22.405 10.935 -0.04 -0.07 -0.25
H -24.686 -22.451 10.006 0.16 -1.18 0.23
C -39.971 -20.967 0.000 0.72 1.27 0.89
O -39.373 -19.709 0.433 -0.05 -0.18 0.19
C -39.219 -19.550 1.860 0.38 -2.22 -0.42
C -38.893 -18.163 2.296 -0.72 3.05 -2.90
C -40.194 -17.383 2.223 -0.21 1.08 2.64
N -38.033 -17.506 1.286 1.52 -2.02 -0.37
H -40.916 -21.129 0.519 -0.25 0.10 -0.14
H -39.327 -21.809 0.253 0.20 -0.05 -0.17
H -40.101 -20.859 -1.077 -0.05 -0.17 0.19
H -40.153 -19.927 2.278 -0.06 0.26 0.58
H -38.413 -20.174 2.245 0.14 -0.63 -0.31
H -38.324 -18.080 3.222 -0.78 -0.44 0.42
H -40.608 -17.494 3.226 -0.99 -0.23 0.00
H -40.931 -17.604 1.451 0.47 -0.37 -0.05
H -39.977 -16.315 2.230 0.01 0.13 -0.40
H -38.109 -16.539 1.007 -0.68 -0.30 0.41
H -38.044 -18.150 0.508 0.36 0.72 -0.58
C -35.812 -28.625 -16.228 -1.15 -0.57 0.95
O -36.097 -28.784 -14.818 0.07 0.30 -1.27
C -34.979 -29.100 -14.054 -0.86 0.38 2.44
C -35.527 -29.349 -12.511 0.65 2.44 -0.63
C -36.077 -27.980 -11.946 -1.78 -0.17 -0.76
N -34.460 -29.699 -11.563 -0.29 -0.46 -1.11
H -35.501 -29.605 -16.590 0.24 0.11 -0.38
H -35.116 -27.834 -16.508 0.33 0.00 0.46
H -36.780 -28.367 -16.657 0.10 -0.10 -0.17
H -34.352 -29.885 -14.476 -0.27 -0.67 0.08
H -34.329 -28.225 -14.013 0.32 0.30 0.25
H -36.310 -30.107 -12.489 0.03 0.08 -0.17
H -36.518 -28.044 -10.951 0.85 -0.48 0.42
H -36.984 -27.621 -12.433 -0.12 -0.41 -0.90
H -35.484 -27.068 -12.019 0.90 -0.51 0.12
H -33.713 -29.077 -11.840 0.56 0.14 0.42
H -34.154 -30.618 -11.849 0.42 -0.37 0.25
C -20.250 -24.040 2.021 -0.64 0.67 1.23
C -21.653 -24.661 2.011 0.28 -0.56 -0.76
O -21.901 -25.626 3.049 0.57 0.14 -0.24
H -20.209 -23.108 1.458 -0.27 -0.10 -0.32
H -19.414 -24.657 1.690 -0.33 -0.31 0.15
H -20.111 -23.711 3.051 0.55 -0.13 0.14
H -21.724 -25.144 1.037 -0.53 -0.10 -0.11
H -22.461 -23.937 2.115 0.33 0.40 -0.22
H -22.162 -26.446 2.624 0.05 -0.01 0.12
C -21.434 -24.436 -5.647 2.02 -0.06 -1.11
C -20.527 -23.339 -5.039 -0.61 -1.74 -1.30
O -21.494 -22.403 -4.685 0.43 1.31 1.46
H -20.807 -25.251 -6.008 -0.22 -0.48 0.18
H -21.927 -24.039 -6.535 -0.35 0.02 0.28
H -22.127 -24.769 -4.875 -0.05 -0.17 -0.21
H -19.765 -22.892 -5.677 -0.49 0.09 -0.50
H -19.923 -23.841 -4.284 -0.22 0.45 0.98
H -22.079 -22.941 -4.148 -0.51 0.58 0.21
C -28.065 -17.297 -9.228 -0.94 2.24 -0.97
C -29.030 -16.316 -10.051 -0.42 -1.20 1.38
O -29.649 -15.400 -9.128 0.51 -0.04 0.06
H -27.392 -16.601 -8.727 0.36 -0.27 0.04
H -27.516 -17.944 -9.912 -0.08 -0.10 0.23
H -28.615 -17.813 -8.440 -0.08 -0.19 -0.36
H -29.855 -16.889 -10.475 0.24 -0.27 -0.40
H -28.538 -15.753 -10.845 0.33 -0.17 0.08
H -30.570 -15.280 -9.372 0.08 -0.01 -0.05